[1]
The following is a quantum chemistry calculation of a structure of composition C25H15Cl5N5O9Tl, from the Open Molecules 2025 dataset.

Computed properties:
- 2S+1 = 1
- LUMO (spin up / spin down) (hartree) = -0.116 / -0.119
- relative energy (zero: lowest compared OMol25 entry of this formula, charge and spin) (kcal/mol) = 48.9
- HOMO level (spin up / spin down) (eV) = -9.01 / -9.05
- frontier orbital gap (spin up / spin down) (eV) = 5.84 / 5.81
- electronic energy (Eh) = -4385.8170
- F_max (Eh/bohr) = 0.0140

XYZ file:
```
60
C25H15Cl5N5O9Tl ωB97M-V with the def2-TZVPD basis set
Tl 0.83 0.21 1.02
O 3.35 3.76 -0.27
C 2.45 2.97 -0.52
O 2.30 1.80 -0.08
C 1.42 3.47 -1.55
C 1.81 4.44 -2.44
C 0.95 4.86 -3.44
C -0.34 4.35 -3.59
C -0.78 3.42 -2.70
C 0.06 2.93 -1.61
O -0.35 2.09 -0.79
N -2.16 2.93 -2.85
O -2.62 2.95 -3.98
O -2.74 2.54 -1.87
N 1.40 5.88 -4.40
O 2.55 6.27 -4.30
O 0.59 6.27 -5.21
H 2.81 4.86 -2.35
H -0.97 4.69 -4.40
Cl 6.76 -1.18 6.36
C 5.59 -1.33 5.14
C 5.35 -0.26 4.26
Cl 6.25 1.19 4.42
C 4.40 -0.38 3.27
Cl 4.06 0.87 2.18
C 3.64 -1.61 3.11
O 2.80 -1.74 2.22
C 3.90 -2.68 4.06
Cl 2.98 -4.10 3.89
C 4.85 -2.54 5.04
Cl 5.16 -3.82 6.14
C -1.06 -1.92 -3.24
C -0.14 -1.44 -2.33
N -0.49 -0.75 -1.24
C -1.78 -0.54 -1.02
C -2.79 -1.00 -1.86
C -2.41 -1.68 -3.01
C -4.21 -0.68 -1.60
C -4.88 -0.76 -0.46
C -4.43 -1.30 0.84
C -5.16 -1.03 1.99
C -4.69 -1.57 3.18
N -3.60 -2.33 3.23
C -2.99 -2.54 2.07
N -3.35 -2.08 0.88
H -0.73 -2.45 -4.12
H 0.92 -1.59 -2.48
H -2.03 0.05 -0.15
H -3.16 -2.02 -3.71
H -4.75 -0.30 -2.46
H -5.91 -0.40 -0.46
H -6.05 -0.41 1.97
H -5.21 -1.39 4.11
H -2.10 -3.16 2.09
C 0.75 -3.86 0.21
O 0.36 -2.86 1.15
H 0.75 -4.85 0.66
H 1.74 -3.65 -0.20
H 0.01 -3.84 -0.59
H 1.07 -2.79 1.80
```

=====

[2]
The following is a quantum chemistry calculation of a structure of composition C25H15FeN6O5 at a distorted geometry, from the Open Molecules 2025 dataset.

Computed properties:
- 2S+1 = 2
- LUMO (spin up / spin down) (hartree) = -0.063 / -0.068
- HOMO level (spin up / spin down) (eV) = -6.87 / -6.28
- frontier orbital gap (spin up / spin down) (eV) = 5.17 / 4.42
- electronic energy (Eh) = -2930.1369
- F_max (Eh/bohr) = 0.0703

XYZ file:
```
52
C25H15FeN6O5 ωB97M-V with the def2-TZVPD basis set
Fe -0.44 0.13 -0.30
C 0.88 0.18 3.82
C 1.22 -1.17 3.99
C 1.45 -1.95 2.89
C 1.28 -1.41 1.59
N 0.88 -0.11 1.45
C 0.73 0.65 2.53
N 1.59 -2.18 0.55
C 1.50 -1.83 -0.71
N 0.91 -0.69 -1.22
C 1.20 -0.56 -2.55
N 0.96 0.48 -3.31
C 0.42 1.61 -2.85
C 0.24 2.66 -3.80
C -0.53 3.78 -3.47
C -0.99 3.94 -2.20
C -0.53 3.00 -1.14
N 0.03 1.77 -1.58
C 1.92 -1.74 -2.97
C 2.39 -2.16 -4.20
C 3.03 -3.38 -4.26
C 3.23 -4.16 -3.12
C 2.79 -3.74 -1.88
C 2.11 -2.53 -1.81
H 0.73 0.83 4.66
H 1.32 -1.58 4.99
H 1.75 -2.98 2.97
H 0.47 1.68 2.35
H 0.65 2.53 -4.79
H -0.78 4.50 -4.23
H -1.64 4.74 -1.89
H 0.20 3.54 -0.49
H 2.24 -1.55 -5.08
H 3.38 -3.76 -5.22
H 3.75 -5.11 -3.21
H 2.94 -4.34 -0.99
O -3.86 0.73 4.85
C -3.28 0.72 3.64
C -2.79 1.87 3.03
C -2.19 1.77 1.78
N -2.03 0.58 1.16
C -2.54 -0.51 1.73
C -3.19 -0.50 2.94
C -2.32 -1.78 0.89
O -2.92 -2.80 1.19
O -1.50 -1.60 -0.07
C -1.61 2.90 1.04
O -1.15 3.91 1.50
O -1.61 2.58 -0.28
H -3.86 1.61 5.23
H -2.86 2.84 3.50
H -3.59 -1.41 3.35
```

=====

Question: Which of these has the lowest electronic energy?
Answer: C25H15Cl5N5O9Tl

=====

Question: Which formula does entry 2 have?
Answer: C25H15FeN6O5